# 1
124
Properties=species:S:1:pos:R:3:forces:R:3:mulliken_charge:R:1 method="wB97M-V/def2-TZVPD" charge=+1 multiplicity=2 e_lumo_ev="-2.23 / -2.25" relative_energy_kj_mol=0.0 largest_force_ha_per_bohr=0.0216 e_tot_ev=-110486.32707 gap_ev="6.9 / 7.3"
Ru -0.6862 1.0258 0.3837 0.2 0.6 0.9 1.7552
C -2.3919 6.2361 -2.9085 0.0 0.0 0.0 -2.3162
C -2.3627 5.1973 -1.7905 0.1 0.0 0.0 1.3649
C -2.5656 3.8164 -2.4006 0.0 0.0 0.0 -1.3421
C -3.4506 5.5456 -0.7766 0.0 0.0 0.0 -1.5861
N -1.0196 5.2441 -1.1250 -0.2 0.1 0.0 0.4950
C -0.0139 6.1181 -1.4904 0.0 -0.1 0.0 -0.2992
C 1.0094 5.9237 -0.6376 0.0 0.1 0.1 -1.3761
N 0.6350 4.9496 0.2557 0.1 0.0 0.1 0.1060
B 1.6538 4.4398 1.2998 0.0 -0.1 0.0 0.8069
N 2.6699 3.4531 0.6820 0.1 0.2 -0.1 0.1650
C 3.9639 3.4065 1.1443 0.0 -0.1 0.0 -1.2663
C 4.5969 2.4051 0.5033 -0.1 0.0 0.1 -0.3445
N 3.6809 1.8277 -0.3584 0.1 0.0 -0.1 0.4521
C 2.4993 2.4811 -0.2296 -0.2 0.0 0.0 -0.9726
S 1.0229 2.1952 -1.0948 0.5 0.1 -0.1 0.0096
C 3.9762 0.6284 -1.2064 0.0 0.0 0.1 1.4046
C 3.0927 -0.5209 -0.7309 0.0 0.0 0.0 -0.8104
C 5.4387 0.2356 -1.0159 0.0 0.0 0.0 -2.3540
C 3.7562 0.9589 -2.6806 0.0 0.0 0.0 -1.3873
N 1.0107 3.8371 2.5819 0.0 0.1 0.0 0.6316
C 0.6443 4.6825 3.6048 0.1 -0.1 0.0 -1.3099
C 0.3880 3.9334 4.6922 -0.1 -0.1 0.0 -0.6505
N 0.5707 2.6089 4.3336 0.1 -0.1 0.1 0.5272
C 0.9264 2.5684 3.0185 -0.3 0.0 -0.2 -0.2322
S 1.1312 1.1427 2.0361 0.2 0.1 0.0 0.3436
C 0.6277 1.4788 5.3271 0.1 0.1 0.0 1.5983
C 1.9907 0.7958 5.1992 0.0 0.0 0.0 -1.6402
C 0.5191 2.0601 6.7345 0.0 0.0 0.0 -2.2801
C -0.5259 0.5007 5.1041 0.1 -0.1 0.1 -0.7727
C -0.5974 4.5227 -0.0569 -0.1 -0.2 -0.1 -0.5655
S -1.4617 3.2783 0.8026 -0.2 0.4 -0.3 0.0695
H -3.3736 6.1892 -3.3779 0.0 0.0 0.0 0.4403
H -1.6459 6.0319 -3.6780 0.0 0.0 0.0 0.4992
H -2.2529 7.2503 -2.5321 0.0 0.0 0.0 0.5236
H -3.5474 3.7747 -2.8754 0.0 0.0 0.0 0.5675
H -2.5135 3.0408 -1.6441 0.0 0.0 0.1 -0.0621
H -1.8052 3.6247 -3.1623 0.0 0.0 0.0 0.3923
H -4.4154 5.5594 -1.2854 0.0 0.0 0.0 0.4862
H -3.2718 6.5355 -0.3528 0.0 0.0 0.0 0.4165
H -3.4964 4.8191 0.0305 0.0 0.0 0.0 0.1851
H -0.0970 6.7912 -2.3211 0.0 0.0 0.1 0.5718
H 1.9689 6.4054 -0.5798 0.0 0.0 0.0 0.6392
H 2.2959 5.3931 1.6670 -0.1 0.0 0.0 -0.2165
H 4.3226 4.0929 1.8900 0.0 0.0 0.0 0.6582
H 5.6091 2.0631 0.5939 0.0 0.0 0.0 0.5325
H 3.3422 -0.7918 0.2975 0.0 0.0 0.0 0.4092
H 3.2504 -1.3912 -1.3717 0.0 0.0 0.0 0.5613
H 2.0465 -0.2365 -0.7700 -0.1 0.0 0.0 -0.4234
H 5.6597 -0.0392 0.0162 0.0 0.0 0.0 0.5361
H 6.1208 1.0254 -1.3337 0.0 0.0 0.0 0.5035
H 5.6294 -0.6381 -1.6378 0.0 0.0 0.0 0.4374
H 2.7277 1.2476 -2.8787 0.0 0.0 0.0 0.0830
H 3.9929 0.0756 -3.2757 0.0 0.0 0.0 0.4646
H 4.4170 1.7699 -2.9922 0.0 0.0 0.0 0.4086
H 0.6149 5.7491 3.4735 0.0 0.0 0.0 0.6544
H 0.0924 4.2326 5.6787 0.0 0.0 0.0 0.6129
H 2.7955 1.5226 5.3257 0.0 0.0 0.0 0.3562
H 2.1112 0.3064 4.2357 0.0 0.0 0.0 0.3354
H 2.0808 0.0428 5.9827 0.0 0.0 0.0 0.5280
H 1.3118 2.7784 6.9467 0.0 0.0 0.0 0.4708
H 0.6165 1.2353 7.4398 0.0 0.0 0.0 0.4194
H -0.4505 2.5278 6.9114 0.0 0.0 0.0 0.5210
H -0.8072 0.4652 4.0581 0.1 -0.1 0.0 -0.7045
H -1.4097 0.8037 5.6657 0.1 -0.1 0.1 0.4233
H -0.2345 -0.4933 5.4464 0.0 0.0 0.0 0.5176
C 1.3443 -12.2186 -3.8743 0.0 0.0 0.0 -0.8417
O 1.3741 -11.0538 -4.6846 0.0 0.0 0.0 -0.4606
C 1.1675 -9.8626 -4.0814 0.0 -0.1 0.0 0.9543
C 0.9744 -9.6978 -2.7139 0.0 0.1 0.0 -0.7358
C 0.7647 -8.4214 -2.2061 0.0 -0.1 0.0 -0.6633
C 0.7454 -7.3101 -3.0342 0.0 0.1 0.0 0.3089
C 0.9498 -7.4919 -4.4055 0.0 0.0 0.0 -0.5157
C 1.1594 -8.7478 -4.9238 0.0 0.0 0.0 -0.6286
C 0.5293 -5.9493 -2.5302 0.0 -0.2 -0.1 0.2116
N 0.5280 -4.8659 -3.2725 0.0 0.0 0.1 -0.8403
C 0.2949 -3.8373 -2.3971 0.0 0.1 -0.2 0.7492
C 0.1541 -4.2942 -1.1150 0.0 -0.1 0.2 -0.0935
N 0.3051 -5.6598 -1.2089 0.0 0.1 0.0 -0.1392
C -0.0673 -3.4373 0.0113 0.1 -0.1 -0.1 0.7925
C -0.1671 -3.8662 1.3395 0.0 -0.1 0.0 -0.9177
C -0.3412 -2.9332 2.3234 0.0 0.1 0.0 -1.5200
C -0.4043 -1.5815 1.9799 0.1 -0.1 0.0 -0.6163
N -0.3109 -1.1407 0.7363 -0.3 -0.3 -0.5 1.0073
C -0.1643 -2.0602 -0.2535 0.1 0.2 0.0 -0.7170
C -0.0751 -1.5696 -1.6206 -0.1 0.1 0.3 -0.4332
N -0.2367 -0.2517 -1.7814 0.0 -0.1 -0.5 1.1748
C -0.1277 0.2445 -3.0024 0.0 -0.1 0.0 -0.4455
C 0.1351 -0.5382 -4.1287 0.0 0.0 0.0 -1.5392
C 0.2845 -1.8955 -3.9731 0.0 0.0 0.0 -0.7454
C 0.1757 -2.4393 -2.6913 0.0 -0.1 0.0 0.5095
H 1.4766 -13.0574 -4.5504 0.0 0.0 0.0 0.2448
H 0.3861 -12.3142 -3.3591 0.0 0.0 0.0 0.3450
H 2.1565 -12.2096 -3.1439 0.0 0.0 0.0 0.3405
H 0.9945 -10.5409 -2.0402 0.0 0.0 0.0 0.4019
H 0.6168 -8.3254 -1.1366 0.0 0.0 0.0 0.2179
H 0.9378 -6.6266 -5.0538 0.0 0.0 0.0 0.4970
H 1.3247 -8.8981 -5.9819 0.0 0.0 0.0 0.4276
H 0.2675 -6.3263 -0.4596 0.0 0.0 0.0 0.1721
H -0.1139 -4.9201 1.5840 0.0 0.0 0.0 0.4458
H -0.4271 -3.2182 3.3623 0.0 0.0 0.0 0.5776
H -0.5362 -0.8277 2.7310 0.0 0.0 0.1 0.2983
H -0.2593 1.3145 -3.1034 0.0 0.0 0.0 0.5334
H 0.2146 -0.0697 -5.0999 0.0 0.0 0.0 0.5167
H 0.4798 -2.5525 -4.8104 0.0 0.0 0.0 0.6170
O -1.7036 0.8837 2.0531 -0.4 -0.3 0.6 1.3570
C -2.9385 1.1911 2.4108 0.1 0.1 0.1 0.2020
C -3.1451 1.6981 3.7040 -0.1 0.1 0.1 -0.3992
C -4.4148 1.8619 4.2115 0.0 0.0 -0.1 -1.0888
C -5.5330 1.5448 3.4362 0.1 0.0 0.0 -1.1346
C -5.3382 1.1431 2.1327 0.0 0.1 0.0 -0.8641
C -4.0527 1.0105 1.5924 -0.1 0.0 -0.2 1.0328
C -3.8547 0.7647 0.1719 0.1 0.0 0.2 -0.4569
N -2.7077 0.6807 -0.4990 -0.1 0.1 -0.6 1.2718
C -3.0739 0.5123 -1.8319 0.1 -0.1 0.2 -1.0583
C -4.4181 0.4972 -1.9522 -0.1 0.0 0.0 -1.0970
N -4.8980 0.6583 -0.6786 0.0 0.0 -0.1 -0.1091
H -2.2701 1.9545 4.2837 -0.2 0.1 -0.1 0.3610
H -4.5449 2.2444 5.2161 0.0 0.0 0.0 0.5058
H -6.5315 1.6320 3.8400 0.0 0.0 0.0 0.4152
H -6.2101 0.9222 1.5281 0.0 0.1 0.0 0.3926
H -2.3655 0.4158 -2.6222 0.1 0.0 -0.1 0.5670
H -5.0604 0.3784 -2.8056 0.0 0.0 0.0 0.4779
H -5.8637 0.7176 -0.4125 0.0 0.0 0.0 0.1620

# 2
79
Properties=species:S:1:pos:R:3:forces:R:3:mulliken_charge:R:1 method="wB97M-V/def2-TZVPD" charge=-2 multiplicity=2 e_lumo_ev="3.94 / 3.88" largest_force_ha_per_bohr=0.0442 e_tot_ev=-66927.60503 gap_ev="3.1 / 4.2"
Hg 0.4340 0.1582 -0.5673 -0.6 0.8 0.2 0.4655
C -2.8607 -1.0028 1.1627 0.2 0.0 0.1 -0.6430
N -1.9852 -1.5151 0.1236 -0.2 0.0 0.1 1.1130
C -2.7374 -1.6449 -1.1125 0.2 0.1 0.0 -0.4183
N -3.8859 -2.5465 -0.9511 -0.3 0.0 -0.3 0.0223
C -4.7215 -2.0159 0.1182 -0.2 0.0 0.0 -0.7303
N -4.0121 -1.8859 1.3844 -0.4 0.1 0.2 0.1357
C -3.5024 -3.2044 1.7462 -0.1 -0.1 0.1 -0.6310
N -2.6302 -3.7671 0.7232 0.0 -0.3 0.1 0.1401
C -1.5153 -2.8320 0.5257 0.4 0.0 -0.1 -0.7067
C -3.3809 -3.8450 -0.5231 -0.1 -0.2 0.0 -0.6676
H -3.2267 -0.0150 0.8681 0.0 0.0 0.0 -0.0566
H -2.2870 -0.9216 2.0873 0.0 0.1 -0.1 0.1371
H -2.0744 -2.0332 -1.8881 0.1 0.0 0.0 -0.0392
H -3.1030 -0.6613 -1.4164 0.0 0.0 0.0 0.0169
H -5.5757 -2.6883 0.2667 0.0 0.1 -0.1 0.3511
H -5.0876 -1.0301 -0.1825 0.0 0.0 0.0 0.3630
H -4.3569 -3.8777 1.8970 0.1 0.0 0.0 0.3376
H -2.9395 -3.1224 2.6806 0.0 0.0 0.0 0.3610
H -0.8465 -3.2198 -0.2464 0.1 0.1 0.0 0.0349
H -0.9723 -2.7347 1.4678 0.1 0.0 -0.1 0.0733
H -4.2342 -4.5209 -0.3822 0.1 0.0 0.0 0.3612
H -2.7321 -4.2451 -1.3070 0.0 0.0 0.0 0.3618
C -0.5831 3.1744 2.7260 0.4 0.0 -0.1 -1.5559
N -0.7864 1.7734 2.4158 -0.4 0.5 -0.1 0.3478
C -0.1098 0.7459 2.9732 -0.4 -0.8 0.1 0.3885
N 0.5367 0.9996 4.1726 0.3 0.3 0.2 -0.6454
O -0.2070 -0.3977 2.5444 0.2 0.0 0.2 -0.4279
H -1.4369 3.7307 2.3399 -0.1 0.1 0.1 0.3517
H 0.3218 3.5733 2.2491 -0.3 -0.2 0.2 0.6381
H -0.5371 3.3144 3.8067 -0.1 0.1 0.0 0.4659
H -1.0091 1.5938 1.4446 0.2 -0.3 -0.2 -0.0788
H 1.0130 1.8880 4.2266 0.1 0.0 0.0 0.2310
H 1.1171 0.2191 4.4482 0.0 0.1 -0.2 0.3072
O 7.7084 3.2276 1.2497 -0.3 -0.7 -0.3 -0.6941
N 7.1154 2.2061 0.8478 2.1 0.0 0.2 1.0111
O 7.7349 1.1643 0.5552 -0.7 1.0 0.2 -0.6782
C 5.7252 2.2308 0.7448 -1.6 0.8 0.1 -0.7012
C 5.0247 1.0963 0.2987 -0.6 -0.4 -0.1 -0.1029
C 3.6605 1.0888 0.2742 1.1 -0.6 0.2 -0.5674
C 2.8573 2.2166 0.7170 -1.5 -0.1 0.2 0.6011
O 1.6070 2.1690 0.7547 1.1 0.1 0.3 -0.2027
C 3.6180 3.3809 1.1103 1.0 -0.7 -0.4 -0.9218
C 5.0135 3.3657 1.1195 0.4 -0.1 0.1 -0.1342
N 2.9945 4.5676 1.4938 -1.0 1.9 0.7 0.9684
O 1.7512 4.6566 1.5630 1.6 0.0 -0.2 -0.6936
O 3.7082 5.5567 1.7774 -0.4 -0.6 -0.2 -0.7346
N 2.9385 -0.0521 -0.1719 -0.9 0.3 -0.3 0.9535
O 3.4910 -0.7995 -1.0978 1.7 0.1 -0.3 -0.8102
O 2.7774 -0.9123 1.0371 0.5 0.3 0.8 -0.3230
H 5.5795 0.2215 -0.0088 -0.2 -0.1 -0.1 0.6437
H 5.5356 4.2514 1.4469 0.0 -0.1 0.0 0.6048
N -3.1524 3.3871 -1.7858 0.1 0.2 0.3 0.0323
C -2.3496 2.6884 -0.9149 0.3 -0.9 -1.1 -0.6927
N -1.7902 1.6458 -1.4804 -0.6 0.7 1.0 0.4970
C -2.2118 1.6460 -2.7796 -0.5 0.4 -0.6 0.3701
C -1.9104 0.7707 -3.8282 -0.2 0.3 0.1 -0.3184
C -2.4916 1.0334 -5.0582 0.3 -0.4 0.1 -0.6908
C -3.3490 2.1080 -5.2581 -0.4 0.8 0.4 -0.3427
C -3.6652 2.9915 -4.2242 0.1 -0.3 -0.5 -0.9900
C -3.0779 2.7427 -2.9951 0.1 -0.3 -0.3 0.1835
H -3.6406 4.2441 -1.5907 0.1 -0.1 0.0 0.2236
H -2.2060 2.9922 0.1009 0.0 0.1 0.3 0.1321
H -1.2338 -0.0532 -3.6666 0.1 -0.1 0.0 0.4567
H -2.2681 0.3894 -5.8983 0.0 -0.1 0.0 0.3922
H -3.7726 2.2772 -6.2398 0.0 0.0 0.0 0.3588
H -4.3237 3.8355 -4.3793 0.0 0.0 -0.1 0.3652
N 0.9168 -1.6791 -1.4591 0.2 -1.0 -0.3 -0.9207
C 1.9644 -2.1893 -0.9129 -1.6 -0.2 -0.3 0.8829
C 2.2275 -2.1496 0.6120 -0.2 0.3 -0.2 1.6198
C 3.0932 -3.2637 1.1068 0.1 0.0 0.1 -1.3252
C 3.5479 -4.2406 0.3219 0.1 0.1 0.6 -0.2093
C 3.2957 -4.2451 -1.0961 -0.2 -0.1 -0.8 -0.4326
C 2.5940 -3.2622 -1.6750 0.7 -0.5 0.0 -0.9823
H 1.2395 -2.2257 1.1012 0.2 0.0 -0.2 -0.6029
H 3.3397 -3.2182 2.1596 0.0 -0.1 0.1 0.3362
H 4.1604 -5.0330 0.7356 0.1 0.0 0.1 0.3352
H 3.7157 -5.0494 -1.6896 0.0 0.0 -0.1 0.3304
H 2.4215 -3.2223 -2.7396 0.0 0.0 -0.1 0.3689

> What is the charge in the second record?

-2